Record 1
# C8H8O3

One molecule with the formula C8H8O3 in a non-equilibrium geometry (ωB97M-V with the def2-TZVPD basis set, OMol25).

Last column: Löwdin charge in e.
Element x y z (Å)
1 C -1.26104 0.64802 0.25929  0.052
2 C -1.15281 0.10571 1.49458  0.003
3 C 0.13026 0.68543 -0.35412  -0.280
4 C 0.24262 -0.21521 1.77433  -0.191
5 C 0.84423 1.31270 -1.48774  -0.362
6 C 0.83478 -0.99916 2.73181  -0.067
7 C 0.39244 -0.10517 -1.63626  -0.178
8 C -0.88114 -0.20134 -2.47860  -0.065
9 O 1.35561 2.27534 -1.95929  0.083
10 O 1.03687 0.29532 0.73684  0.056
11 O 2.15442 -1.25658 2.73549  0.091
12 H -2.16323 0.95673 -0.20571  0.110
13 H -1.80394 0.02927 2.30784  0.095
14 H 0.27740 -1.33410 3.65530  0.159
15 H 1.12535 -0.89635 -1.62919  0.136
16 H -1.36815 0.76131 -2.24381  0.071
17 H -1.58735 -0.92268 -2.02030  0.078
18 H -0.70641 -0.22113 -3.61884  0.112
19 H 2.53008 -0.91811 1.93836  0.097

Force components x, y, z for each atom (eV/Å):
C 2.25 -0.17 -0.37
C 2.79 -0.02 1.04
C -1.17 -0.43 1.74
C -0.58 1.74 -3.01
C -0.27 -3.62 0.73
C 0.14 -0.34 1.89
C -0.32 2.07 -1.80
C -0.28 0.45 -0.44
O 0.70 2.77 -1.02
O -1.56 -1.56 1.70
O -1.25 -0.40 1.18
H -0.38 0.20 -0.43
H -1.46 -0.19 0.68
H 0.77 0.19 -1.41
H 0.02 -0.34 0.44
H -0.03 -0.23 -0.70
H 0.40 -0.26 -0.97
H -0.38 -0.43 1.94
H 0.61 0.58 -1.19

Results
Spin multiplicity: 3
Charge: 0
HOMO energy (alpha / beta) in eV: -4.66 / -7.99
Frontier orbital gap (alpha / beta) in eV: 4.61 / 5.34

***

Record 2
# C8H8O3S2

One molecule with the formula C8H8O3S2 in a non-equilibrium geometry (ωB97M-V with the def2-TZVPD basis set, OMol25).

Last column: Löwdin charge in e.
Element x y z (Å)
1 O -1.48865 -1.05593 1.40220  0.102
2 C -0.55479 -0.33349 1.00810  -0.369
3 O -0.07159 -0.27470 -0.28213  -0.042
4 C -0.69561 -1.26061 -1.18725  -0.425
5 C -1.87430 -0.67473 -2.01633  -0.469
6 S -1.22387 0.15762 -3.51773  0.471
7 S 0.27601 -1.32864 -3.97563  0.459
8 C 0.38547 -1.72319 -2.09232  -0.447
9 C 0.23135 0.63766 1.72782  -0.180
10 C 1.45287 1.29170 1.33237  0.018
11 C 1.70455 2.22091 2.35923  -0.071
12 C 0.71031 2.07363 3.35691  -0.077
13 O -0.07434 1.05423 2.96705  0.048
14 H -1.04290 -2.11773 -0.61020  0.143
15 H -2.30059 0.23153 -1.41065  0.117
16 H -2.61141 -1.46834 -2.38243  0.103
17 H 1.24125 -1.06268 -1.59046  0.129
18 H 0.69004 -2.78789 -2.11640  0.074
19 H 1.94549 0.95768 0.36737  0.140
20 H 2.54803 2.93591 2.23015  0.115
21 H 0.75269 2.52708 4.43030  0.162

Force components x, y, z for each atom (eV/Å):
O 2.55 1.98 -1.07
C -2.01 -1.43 0.09
O -1.86 -1.42 -0.05
C -1.28 -0.18 -0.47
C -0.44 1.15 0.41
S 0.82 -0.58 -0.05
S -1.47 0.69 2.37
C 4.04 1.14 -0.76
C 3.50 1.66 0.32
C -2.76 -2.02 -0.56
C 0.38 0.68 0.13
C 2.86 0.31 -0.46
O -1.58 0.34 1.05
H -0.17 0.34 0.28
H 0.13 -2.00 -1.10
H 0.90 1.13 1.08
H -0.96 -1.79 -1.81
H -0.47 0.62 0.53
H -0.44 1.15 1.55
H -0.93 -0.54 0.85
H -0.83 -1.23 -2.33

Results
Energy above the lowest of the compared OMol25 structures with the same formula, charge and spin in kJ/mol: 190.67
Spin multiplicity: 1
Charge: 0
HOMO energy in eV: -8.30
Frontier orbital gap in eV: 8.34
SMILES: O=C(OC1CSSC1)c1ccco1

***

Record 3
# C8H8O5

One molecule with the formula C8H8O5 in a non-equilibrium geometry (ωB97M-V with the def2-TZVPD basis set, OMol25).

Last column: Löwdin charge in e.
Element x y z (Å)
1 C 3.73498 1.29136 -0.02784  0.007
2 C 2.38261 0.96962 0.52512  0.022
3 C 3.97525 0.12617 -0.73916  -0.129
4 C 2.05399 -0.29313 0.09802  -0.210
5 C -3.17664 -0.74394 -1.17262  -0.086
6 C -1.42938 -0.76079 0.57549  -0.145
7 C -2.38384 0.16779 -0.24643  -0.371
8 C 0.83857 -1.04426 0.34114  -0.406
9 O -4.39577 -0.52452 -1.11742  0.038
10 O 3.03182 -0.80541 -0.67564  0.088
11 O -0.16920 -0.16347 0.65803  -0.013
12 O -3.24521 0.91547 0.55503  -0.050
13 O 0.66349 -2.22191 0.26362  0.149
14 H 4.21197 2.28742 0.08578  0.112
15 H 1.59839 1.37252 1.17109  0.119
16 H 4.83388 -0.19242 -1.26539  0.116
17 H -1.88760 -1.18316 1.47805  0.144
18 H -1.24092 -1.72278 -0.07453  0.142
19 H -1.78149 0.73302 -0.99242  0.163
20 H -2.79210 1.69711 0.93572  0.128
21 H -4.82280 0.09531 -0.37564  0.182

Force components x, y, z for each atom (eV/Å):
C -2.82 -1.12 0.46
C 0.09 -0.97 -0.39
C 1.13 1.72 0.56
C 0.77 1.48 0.24
C 2.31 0.17 -0.11
C -1.04 -2.14 -3.02
C 0.86 -1.62 0.41
C -0.53 0.48 0.24
O -4.35 0.72 1.15
O -0.24 -0.28 0.28
O 0.89 -0.09 0.63
O 0.12 1.55 0.68
O 0.57 -0.44 -0.19
H 0.00 -1.37 -0.30
H 0.94 0.91 -0.19
H 0.68 -0.03 -0.59
H 0.32 0.79 0.26
H -0.85 1.78 1.10
H -0.19 0.07 0.61
H -0.43 -0.78 -0.37
H 1.77 -0.84 -1.44

Results
Energy above the lowest of the compared OMol25 structures with the same formula, charge and spin in kJ/mol: 442.63
Spin multiplicity: 1
Charge: 0
HOMO energy in eV: -8.38
Frontier orbital gap in eV: 8.77

***

Record 4
# C8H8O5P

C8H8O5P as an isolated structure in a non-equilibrium geometry (ωB97M-V with the def2-TZVPD basis set, OMol25).

Last column: Löwdin charge in e.
Element x y z (Å)
1 C 0.44588 -2.43404 -0.64880  0.088
2 C 0.00422 -1.11095 -0.47729  -0.410
3 C 0.74896 -0.13931 -1.64465  0.085
4 C 1.07613 -0.25459 -0.01689  -0.359
5 C 1.84998 -2.43128 -0.37367  -0.164
6 C 2.22615 -1.04578 0.05500  -0.190
7 C -2.76888 1.95742 1.35185  -0.078
8 C -1.78932 2.53303 0.27848  -0.185
9 O -1.29107 -0.66598 -0.25211  0.002
10 O 0.02163 0.97594 -1.69047  -0.108
11 O 0.62785 0.87221 0.63982  0.002
12 O 2.73852 -3.37080 -0.64491  0.164
13 O 3.44184 -0.61739 0.18193  0.177
14 P -0.65718 1.16677 -0.23002  1.108
15 H -0.00268 -3.26185 -1.08324  0.115
16 H -3.80336 2.12132 1.05369  0.094
17 H -2.51317 0.95400 1.47627  0.032
18 H -2.66735 2.46549 2.35917  0.119
19 H -1.14780 3.27183 0.60515  0.071
20 H -2.33052 2.93301 -0.60139  0.129
21 H 2.34355 -4.18484 -0.96467  0.141
22 H 3.44664 0.26580 0.62674  0.169

Force components x, y, z for each atom (eV/Å):
C 3.29 -0.68 1.71
C -2.67 -1.73 -1.57
C 0.55 -0.44 1.18
C 1.08 -0.03 -2.16
C -1.95 2.14 -0.05
C -0.20 -3.69 0.88
C 0.22 2.36 0.86
C -1.39 -2.02 -0.96
O 2.40 3.41 0.37
O -2.85 3.36 0.46
O -0.31 0.96 1.21
O 0.38 0.76 0.50
O 1.81 1.54 0.84
P -1.20 -2.28 -2.06
H -1.22 -1.04 -0.66
H 0.16 -0.39 -0.20
H -0.36 -1.83 0.52
H 0.23 -0.48 -1.28
H 1.51 1.70 0.90
H 0.50 -0.51 0.15
H -0.29 -0.18 -0.10
H 0.30 -0.94 -0.55

Results
Spin multiplicity: 3
Charge: +1
HOMO energy (alpha / beta) in eV: -10.19 / -12.24
Frontier orbital gap (alpha / beta) in eV: 5.96 / 6.09

***

Record 5
# C8H8P2

One molecule with the formula C8H8P2 in a non-equilibrium geometry (ωB97M-V with the def2-TZVPD basis set, OMol25).

Last column: Löwdin charge in e.
Element x y z (Å)
1 P -2.97006 -1.30448 0.03488  0.783
2 C -1.68694 -0.07554 -0.06245  -0.762
3 P -2.24398 1.63165 -0.11342  0.863
4 C -0.51198 2.21202 -0.14691  -0.257
5 C 0.33456 1.15132 -0.05788  -0.326
6 C 1.70569 1.32698 0.04372  -0.086
7 C 2.42518 0.21885 0.21271  -0.107
8 C 1.87410 -1.08291 0.19129  -0.082
9 C 0.56304 -1.28285 0.09770  -0.049
10 C -0.30040 -0.16170 0.01763  -0.254
11 H -2.68338 -1.74895 1.26123  -0.141
12 H -2.13581 -2.23432 -0.52379  -0.129
13 H -2.49471 1.72576 1.30989  -0.014
14 H -0.18329 3.26214 -0.02549  0.077
15 H 2.21980 2.35418 0.20642  0.152
16 H 3.55321 0.46284 0.41801  0.140
17 H 2.54561 -1.96473 0.17838  0.121
18 H 0.16868 -2.21580 0.03814  0.072

Force components x, y, z for each atom (eV/Å):
P -0.82 0.38 -1.53
C 1.16 0.79 0.85
P 0.83 0.41 -0.18
C -1.02 0.53 1.17
C -2.13 1.46 -0.44
C 2.34 1.46 0.96
C 4.02 1.46 0.63
C 1.41 -1.55 -0.22
C 0.10 1.70 -0.07
C -1.56 1.06 -0.69
H 0.30 -0.70 2.02
H 0.22 -1.22 -0.60
H 0.17 0.09 -0.59
H -0.26 -0.81 -0.37
H -1.25 -1.81 -0.67
H -2.08 -1.26 -0.45
H -0.40 0.72 0.22
H -1.05 -2.72 -0.05

Results
Energy above the lowest of the compared OMol25 structures with the same formula, charge and spin in kJ/mol: 1.99
Spin multiplicity: 1
Charge: 0
HOMO energy in eV: -7.80
Frontier orbital gap in eV: 7.07
SMILES: Pc1[pH]cc2ccccc12

***

no.,E (eV)
1,-14560.8721
2,-36236.4366
3,-18658.5968
4,-27937.4048
5,-27000.4135